(1)
{"formula": "C7H23AgN7O4", "method": "ωB97M-V/def2-TZVPD", "elements": ["O", "H", "H", "H", "H", "H", "C", "H", "C", "H", "H", "N", "C", "H", "H", "N", "H", "H", "C", "H", "H", "O", "H", "O", "H", "N", "H", "N", "N", "N", "H", "Ag", "H", "O", "C", "H", "C", "H", "H", "N", "H", "C"], "xyz": [[0.05856, 1.78432, 0.75898], [0.21318, 1.58877, 3.90945], [-1.87334, 1.66080, 3.33183], [1.83836, -1.65933, -2.11373], [2.49968, 0.19617, 0.82594], [-3.39410, -1.97165, 0.87874], [-0.36242, 1.65514, 1.91976], [-3.62124, -0.79858, -0.37750], [1.88584, -1.22926, -1.11328], [-0.34429, -2.90898, -1.44557], [-2.96376, -0.04739, -2.29204], [0.43172, 1.35365, 2.95183], [-1.71479, 1.55719, -1.92885], [-0.33009, -2.98638, 0.36522], [2.71432, 1.67265, 0.07572], [-0.88446, 1.92203, -0.97959], [-1.96922, -2.53194, 1.99864], [-1.92216, -0.21540, -1.01525], [0.26326, -2.86854, -0.54150], [-0.62384, 2.88272, -0.80857], [4.38994, 0.21087, -1.21548], [-1.20459, 0.06466, 0.37074], [-0.47662, -1.80444, 2.03906], [0.74450, -1.53667, -0.33797], [1.38357, 0.86551, -1.75282], [-3.01527, -1.23240, 0.30420], [3.68533, 1.53368, -2.13721], [-2.16930, 0.35224, -1.81325], [-1.59649, 1.77003, 2.36668], [2.14763, 0.83841, 0.13046], [3.45734, 0.02688, -2.75038], [0.41104, -0.07753, 0.56070], [2.64583, -1.74612, -0.52729], [-2.18106, 2.44695, -2.62416], [-1.82208, -0.87869, 0.72776], [-2.34690, 2.08944, 1.77091], [3.50954, 0.51923, -1.77931], [-0.70995, 1.29053, -0.21092], [1.11999, -3.53229, -0.65791], [-1.39070, -1.80121, 1.60949], [1.41050, 1.27037, 2.71694], [2.10650, 0.27453, -1.19048]], "forces_ev_per_a": [[1.123, 8.657, 9.292], [-0.002, -0.027, -0.260], [0.442, -0.077, -0.196], [-0.155, -0.025, -0.080], [1.338, 0.121, -0.100], [-0.627, 0.098, -0.800], [0.758, 2.564, 1.189], [0.323, 0.340, 0.407], [0.713, -0.426, -0.631], [-0.099, -0.036, -0.020], [0.310, 0.967, -0.787], [2.693, -0.718, 1.223], [-1.256, 5.878, -0.387], [0.251, -1.118, -0.748], [0.054, 0.250, 0.478], [0.612, -0.141, -2.354], [-0.191, 0.225, -0.284], [0.208, 1.067, -1.951], [0.163, 0.107, 0.063], [-0.420, -0.266, -0.801], [-0.415, -0.325, 0.224], [-19.595, 0.385, -0.369], [-0.129, 0.608, -0.092], [1.999, -9.742, -6.666], [-0.314, -0.540, -0.332], [-2.910, -1.339, -0.332], [-0.330, 0.380, 0.635], [-2.047, -5.841, -0.588], [-3.392, 0.654, -0.477], [3.798, 1.467, 0.215], [0.707, -0.502, -0.192], [17.322, -1.120, 8.473], [0.965, 0.329, -0.459], [-0.750, -0.246, -2.168], [-3.283, -3.020, 2.017], [0.278, 0.043, -0.189], [-0.608, -0.351, -2.283], [-1.442, 2.518, -3.521], [-0.150, -0.316, 0.288], [1.029, -0.992, 2.540], [-0.074, 0.236, 0.366], [3.101, 0.274, -0.342]], "homo_lumo_gap_ev": 6.45, "molar_mass_g_mol": 377.17, "total_charge": 1, "e_homo_ev": -9.33, "e_above_lowest_kj_mol": 1342.3}

---

(2)
{"formula": "C3H8N2S", "method": "ωB97M-V/def2-TZVPD", "elements": ["C", "H", "C", "H", "C", "N", "N", "H", "H", "H", "H", "H", "H", "S"], "xyz": [[-1.07329, -0.03637, -0.11066], [-1.22199, 0.70924, 0.67340], [-0.16501, 0.63606, -1.10007], [-0.62285, -1.48560, 1.53681], [-0.44095, -1.37337, 0.42791], [1.78150, 1.01006, 0.90828], [0.94322, -1.42267, 0.13675], [0.93555, 0.81040, 1.51208], [-1.02558, -2.23627, 0.00426], [-0.14189, 1.71282, -1.39335], [-2.14554, -0.25593, -0.55792], [-0.13817, 0.07981, -1.98069], [1.83714, 1.97195, 0.43884], [1.47786, -0.12012, -0.49564]], "forces_ev_per_a": [[-2.762, 0.385, -0.022], [-0.256, -0.335, 0.359], [1.775, -0.794, 0.270], [0.066, 0.386, -0.870], [-2.143, -0.163, 0.931], [-0.668, 0.015, -1.542], [0.960, -0.136, -1.156], [1.161, 1.119, -0.822], [0.809, 0.575, 0.049], [-0.174, -0.814, 0.989], [2.168, 0.492, 0.814], [-0.529, -0.736, -2.027], [-0.564, -1.466, 1.458], [0.158, 1.472, 1.570]], "homo_lumo_gap_ev": 9.19, "molar_mass_g_mol": 104.18, "total_charge": 0, "e_homo_ev": -8.48, "e_above_lowest_kj_mol": 308.8}

---

(3)
{"formula": "C34H60Cl2O16S4", "method": "ωB97M-V/def2-TZVPD", "elements": ["C", "H", "H", "H", "H", "C", "C", "H", "C", "C", "H", "O", "H", "C", "O", "H", "S", "O", "H", "O", "H", "H", "H", "C", "H", "H", "C", "C", "H", "H", "H", "H", "H", "H", "H", "H", "H", "H", "O", "C", "S", "H", "H", "H", "O", "C", "H", "H", "H", "H", "C", "H", "O", "C", "H", "H", "C", "C", "S", "H", "O", "H", "C", "H", "C", "H", "H", "H", "O", "H", "C", "C", "H", "H", "O", "C", "C", "H", "O", "H", "C", "C", "O", "H", "H", "H", "C", "O", "O", "C", "O", "C", "S", "H", "Cl", "H", "O", "C", "H", "H", "C", "H", "C", "C", "H", "H", "H", "H", "H", "Cl", "C", "C", "C", "H", "C", "H"], "xyz": [[3.17644, -0.82405, -3.72380], [1.23304, 6.45311, -0.08671], [-10.46014, -2.76412, -1.37814], [7.64353, 7.04722, 4.69349], [-0.11443, 8.01117, -0.98173], [2.38576, -1.73354, -4.79642], [-2.42658, 3.76384, -3.66130], [3.93273, 0.43799, -6.67152], [0.13313, -1.68056, 1.36691], [-3.86685, -1.17980, 6.77374], [-4.12124, -0.18244, 4.65801], [4.70728, -8.36359, -5.82828], [-6.85706, -2.31033, 7.34290], [0.45689, 7.34418, 1.59803], [7.89625, 6.66417, 1.85244], [-0.55148, -1.95184, 2.17053], [1.86110, -0.65535, -6.16760], [4.83510, -7.05808, -4.04886], [5.89719, -6.26442, -2.24605], [-0.26047, -7.98991, -2.27000], [-9.59707, -0.86963, -3.12683], [-1.29174, -7.18726, -3.85697], [-2.63964, -8.42226, -0.09630], [-8.38493, -2.78336, -0.77690], [5.94183, -10.07916, -3.70072], [4.24952, 0.87874, -3.96314], [0.88239, -0.60612, 2.10201], [8.44185, 6.32525, 4.52163], [-3.81777, -2.10966, 6.20712], [9.20360, 4.48379, 5.58584], [6.02160, 5.20336, 3.14046], [-1.88704, -8.72714, -3.41549], [1.45246, 8.66117, -1.37785], [1.70128, -2.51750, -4.47237], [4.26352, -7.02409, -2.05779], [1.47389, -1.08008, 2.88533], [-2.86483, -6.17621, -1.96434], [6.71954, 3.77762, 2.69451], [-3.23021, 2.99372, -0.33210], [-3.73597, 4.34403, -3.37876], [-6.20238, -0.34141, 5.85197], [-3.87193, 5.41171, -3.55108], [-8.39620, -3.85367, -0.98280], [-9.88755, -1.30525, -0.89908], [-6.67108, -1.24847, 4.82743], [5.33638, -9.19975, -3.48126], [-2.81791, 1.71266, -2.97775], [0.78718, 6.94158, 2.55559], [8.07621, 5.57636, 6.43452], [3.75744, -1.40105, -3.00434], [3.17169, 0.59297, -5.90673], [-0.46505, 6.77798, 1.46561], [-1.30909, 9.44395, 2.36375], [-0.62986, -8.12430, -0.91378], [6.98848, -8.14731, -2.57393], [7.10594, 3.22014, 4.96287], [-2.05124, -7.66294, -0.61140], [6.91626, 4.61990, 3.35781], [0.00057, 9.17611, 1.94110], [-1.32969, 2.37985, -2.37128], [0.59668, -0.11632, -5.71153], [0.90871, 10.60175, 0.42251], [-1.52602, -7.79426, -2.98247], [-0.46728, -1.33963, 0.52348], [-6.37846, -1.33692, 7.45016], [2.36317, 7.62629, 0.57533], [2.40575, -0.18248, -3.29655], [4.82661, -0.50557, -4.95321], [1.08604, 9.60216, 2.85499], [-4.23174, 0.95495, 5.89278], [-7.24641, -2.09976, -1.50858], [0.32113, 9.70827, 0.21149], [4.44085, -9.56907, -2.98153], [-3.53233, -7.71118, -2.14820], [-4.20156, 4.09194, -2.05810], [-9.06753, -1.77600, -2.83328], [-2.36481, 2.63053, -2.60315], [2.73975, 1.59166, -5.97115], [0.14604, -8.44931, 0.03485], [6.25924, 4.74094, 5.39615], [-4.86585, -1.47924, 7.88743], [5.19088, -7.00043, -2.63010], [1.95846, -1.30696, -7.43510], [-4.75553, -2.44953, 8.37164], [3.08536, -2.39325, -5.30969], [-2.04440, -6.78203, 0.03052], [-3.28299, 3.23973, -1.54222], [-7.70892, -1.53880, -2.63048], [-6.71019, 1.02196, 6.01368], [7.06230, 4.29806, 4.80703], [-6.08244, -2.05007, -1.24127], [-9.55333, -2.16734, -1.47631], [8.35240, 5.69530, 2.83079], [-4.56703, -0.73994, 8.63056], [1.29993, -2.94816, 1.01120], [9.33006, 6.94844, 4.62568], [9.56569, 4.98376, 2.46254], [0.76750, 8.48328, -0.54881], [5.80632, -8.94088, -1.51832], [-1.67844, 4.54551, -3.52944], [8.34093, 5.14014, 5.47132], [-2.33163, 3.36116, -4.66972], [5.92881, -8.35981, -2.43236], [3.96378, 0.09446, -4.66413], [-9.17557, -2.55386, -3.58917], [0.12701, -0.08640, 2.69142], [-2.83963, -1.03299, 7.10744], [-4.43031, 3.78152, -4.00292], [-0.71298, 9.97685, -0.00431], [1.83805, 0.60828, 1.23227], [4.90266, -8.24850, -4.59906], [1.30592, 7.42340, 0.40455], [-2.56766, -7.22411, -2.00576], [-6.83099, -0.71767, 8.22466], [-4.33368, -0.11724, 5.72512], [-8.34295, -2.55051, 0.28711]], "forces_ev_per_a": [[-2.768, -0.579, -2.846], [0.331, -0.008, -0.229], [0.097, -0.434, -0.734], [-0.444, -0.325, -0.301], [-0.217, 0.346, -0.236], [1.918, -0.584, 0.142], [1.648, -0.700, 0.312], [-0.601, 0.370, -0.632], [0.224, 0.827, 0.712], [0.496, -1.096, -2.278], [0.245, -0.987, 0.154], [0.423, -0.358, 3.895], [-0.051, 0.388, -0.535], [-2.137, 1.311, 1.909], [-0.072, -0.186, 0.870], [-0.155, -0.925, -0.356], [-0.606, -0.091, 2.535], [0.220, 2.809, 1.267], [-0.543, 0.782, -1.082], [-1.967, -0.504, 2.462], [0.369, 0.007, -0.444], [-0.014, 0.334, 0.272], [0.196, -0.147, -0.248], [0.252, 0.187, -0.171], [-0.159, 0.211, -0.678], [0.584, 0.493, -0.700], [-0.720, 0.680, 1.219], [1.281, 0.591, -0.080], [0.233, -0.096, -0.372], [0.160, 0.417, -0.322], [0.254, 0.633, 0.203], [0.216, -0.332, 0.417], [0.058, 0.218, 0.205], [-0.877, 0.890, 0.196], [-0.040, 0.465, -0.073], [0.461, 0.038, -0.386], [0.897, 0.196, -0.622], [0.845, -0.272, 0.054], [-0.296, 0.586, -2.763], [-3.312, 0.614, -1.844], [-0.117, 0.500, 0.599], [0.210, -0.080, -0.167], [0.512, -0.090, 0.293], [0.380, 0.558, -0.213], [0.067, 0.521, -0.090], [-0.808, -1.340, -0.854], [-0.238, 0.050, -0.047], [0.797, 0.371, -0.188], [-0.129, -0.529, 0.103], [-0.097, 0.223, -0.159], [0.937, -1.471, -0.044], [-0.257, 0.231, -0.619], [-2.655, 0.305, 0.229], [3.186, -0.367, 3.556], [0.140, -0.299, -0.090], [0.189, 0.213, 0.301], [0.261, 0.529, -1.417], [-0.119, 0.393, -1.515], [5.074, -2.120, 1.027], [-0.337, 0.161, 0.786], [0.143, 0.481, -0.567], [0.435, -0.181, -0.817], [0.209, 0.763, -0.682], [0.423, -0.179, -0.177], [2.430, 1.390, 0.084], [-0.031, -0.090, 0.508], [0.036, -0.336, 0.764], [0.192, 0.514, -0.380], [-1.222, -0.134, -1.627], [0.232, -0.162, 0.879], [0.795, -0.647, 0.295], [-1.408, 0.342, 1.729], [-0.501, -0.309, -0.570], [0.042, -0.187, -0.410], [1.981, -0.735, 0.526], [-1.188, -0.109, -0.104], [-0.087, 1.215, -0.872], [0.077, -0.170, 0.468], [-2.404, 0.947, -4.484], [-0.437, -0.482, -0.297], [-0.406, 1.040, 0.579], [-0.143, -2.720, 0.677], [0.197, -0.054, -0.411], [0.462, -0.040, -0.348], [0.756, 0.140, -0.016], [0.473, -0.251, 0.223], [0.569, -1.448, 4.202], [0.924, 0.905, -0.813], [-0.022, -1.520, -0.176], [1.279, 0.945, 2.033], [0.039, -0.049, 0.325], [-2.112, 0.032, 1.745], [-0.681, -0.322, -0.586], [-0.825, 0.059, 0.491], [-0.228, -0.673, -0.596], [0.357, -0.337, -0.123], [-0.889, -0.005, 0.974], [-0.321, -0.339, -0.376], [0.026, 0.863, 0.493], [0.490, -0.384, 0.215], [-1.606, -0.734, -1.319], [-0.133, 0.263, -0.003], [0.766, 0.996, 0.409], [0.089, 0.182, 1.679], [-0.142, -0.011, -0.073], [-0.004, 0.597, -0.282], [-0.205, 0.289, 0.316], [-0.461, 0.424, -0.342], [0.226, 0.416, -0.626], [-0.012, -0.347, -0.176], [0.585, -1.092, -3.378], [1.325, -0.682, -0.881], [-1.057, -0.962, 0.926], [-0.478, -0.036, -0.452], [-2.078, -0.254, 1.140], [0.103, -0.351, -0.101]], "smiles": "O=S1(=O)CCCC1.O=S1(=O)CCCC1.O=S1(=O)CCCC1.O=S1(=O)CCCC1.O=C1CCCO1.O=C1CCCO1.O=C1CCCO1.O=C1CCCO1.ClCCCl", "homo_lumo_gap_ev": 10.03, "molar_mass_g_mol": 924.01, "total_charge": 0, "e_homo_ev": -10.01, "e_above_lowest_kj_mol": 361.5}

---

(4)
{"formula": "C6H11I2O2S", "method": "ωB97M-V/def2-TZVPD", "elements": ["I", "O", "C", "H", "S", "C", "H", "H", "H", "H", "H", "H", "H", "H", "C", "I", "O", "H", "C", "C", "C", "H"], "xyz": [[3.86127, 0.87291, 0.30581], [1.85194, 3.36154, 1.55513], [-2.69427, -0.15491, 1.50836], [1.97685, -0.77238, -2.16512], [1.61273, 2.49833, 0.41660], [-0.60123, -0.24703, 0.08942], [-2.26972, -0.73094, 2.32722], [-2.61803, -0.08217, -0.64127], [-0.49135, 0.84108, 0.02610], [-2.22779, -1.66208, 0.04395], [-3.77269, -0.29559, 1.50631], [-2.49219, 0.89824, 1.69930], [-0.44982, -0.64305, -2.03007], [1.48162, 0.71328, -1.36867], [2.28654, -0.72208, 0.03994], [3.30086, -2.66586, -0.26208], [1.68265, 3.18376, -0.86742], [0.10874, -1.97128, -0.99963], [1.53781, -0.37160, -1.24301], [-2.08860, -0.58549, 0.17407], [0.09716, -0.88555, -1.11113], [-0.09248, -0.57914, 0.99620]], "forces_ev_per_a": [[0.955, -0.611, -0.195], [-0.036, -0.166, 0.001], [0.002, -0.029, -0.294], [0.072, 0.116, -0.002], [-0.409, 1.267, -0.159], [-0.369, -0.312, -0.226], [0.048, -0.043, 0.113], [-0.034, -0.107, -0.058], [-0.016, -0.105, 0.094], [-0.037, -0.034, -0.065], [-0.164, -0.024, 0.106], [0.019, 0.095, 0.037], [0.009, -0.071, -0.006], [0.087, -0.108, -0.019], [-0.278, 0.067, 0.339], [0.016, 0.195, -0.063], [-0.115, -0.342, 0.386], [-0.067, -0.107, -0.025], [0.055, -0.240, -0.364], [0.179, 0.171, 0.161], [0.059, 0.255, 0.230], [0.025, 0.134, 0.010]], "homo_lumo_gap_ev": [6.42, 6.42], "molar_mass_g_mol": 401.03, "total_charge": -1, "e_homo_ev": [-3.56, -3.56], "e_above_lowest_kj_mol": 28.5}